Entry 1:
# C3H6Br2O2

C3H6Br2O2 in the gas phase (ωB97M-V/def2-TZVPD, the Open Molecules 2025 dataset).

Relative energy (zero: lowest compared OMol25 entry of this formula, charge and spin) = 31.47 kcal/mol
Orbital gap = 10.67 eV
SMILES = OC[C@@H](Br)[C@@H](O)Br

ORCA input file:
```
! wB97M-V def2-TZVPD RIJCOSX def2/J DEFGRID3
* xyz 0 1
C 0.50362 0.60694 -1.00700
C -0.09126 0.43156 0.40900
C -0.07258 -0.98164 0.89333
O 0.42526 2.08884 -1.22612
O -0.81310 -1.68267 0.01107
Br -1.93445 1.19272 0.69793
Br 1.86008 -1.58553 1.19745
H 1.51062 0.16103 -0.83233
H -0.11508 0.00386 -1.77748
H 0.49060 0.92304 1.12043
H -0.54974 -1.01932 1.80198
H -0.30816 2.36115 -1.75319
H -0.90583 -2.49998 0.46492
*
```

Atom-resolved charges from Mulliken, all expressed in e:
1. C -0.3353
2. C -0.3022
3. C -0.3575
4. O -0.5102
5. O -0.4249
6. Br -0.1585
7. Br -0.1993
8. H 0.2820
9. H 0.2643
10. H 0.4542
11. H 0.6248
12. H 0.3256
13. H 0.3371

Entry 2:
# C2H8NO

4 unconnected molecules or ions with the total composition C2H8NO (ωB97M-V/def2-TZVPD, the Open Molecules 2025 dataset).

Relative energy (zero: lowest compared OMol25 entry of this formula, charge and spin) = 177.91 kcal/mol
Orbital gap = 5.52 eV

ORCA input file:
```
! wB97M-V def2-TZVPD RIJCOSX def2/J DEFGRID3
* xyz 1 1
C -0.06650 0.69740 -5.25067
C 0.73000 -1.10860 -3.89539
N 0.98243 -0.16154 -4.87804
H -1.27628 -1.11745 19.69811
H 0.19246 1.74462 -5.42009
H -0.80025 0.20981 -5.89658
H -0.08574 -1.84475 -3.96662
H -2.00321 -0.64745 19.47900
H 1.37328 -1.39970 -3.02530
H 0.05922 0.71173 -2.90946
H 0.88284 1.56968 -1.78632
O 0.01177 1.34625 -2.14863
*
```

Atom-resolved charges from Mulliken, all expressed in e:
1. C 0.0157
2. C -0.1278
3. N -0.1754
4. H 0.0003
5. H 0.3045
6. H 0.2988
7. H 0.3098
8. H -0.0003
9. H 0.3358
10. H 0.2875
11. H 0.3591
12. O -0.6080

Entry 3:
# C33H30ClN7S3Ta

A molecular structure, C33H30ClN7S3Ta (ωB97M-V/def2-TZVPD, the Open Molecules 2025 dataset).

Relative energy (zero: lowest compared OMol25 entry of this formula, charge and spin) = 1.77 kcal/mol
Orbital gap = 7.11 eV

ORCA input file:
```
! wB97M-V def2-TZVPD RIJCOSX def2/J DEFGRID3
* xyz 1 1
Ta -0.32671 0.64912 -1.41439
C 3.91462 -1.03054 3.75469
C 2.70128 -0.64345 2.95806
C 1.55596 -1.44346 2.94379
C 0.47360 -1.11268 2.16067
C 0.46542 0.03908 1.36276
N -0.69458 0.33248 0.56510
C -1.85522 0.36694 1.38697
C -1.79696 0.95556 2.65296
C -2.89158 0.96604 3.48872
C -4.10399 0.40456 3.08944
C -5.30548 0.44292 3.99101
C -4.17720 -0.13866 1.81921
C -3.06510 -0.16934 0.97946
N -3.19785 -0.66648 -0.35097
C -4.31745 -1.27986 -0.80989
C -4.49214 -0.93600 -2.11940
C -3.41738 -0.08538 -2.40837
N -2.62212 0.06126 -1.35810
C 1.58960 0.84888 1.41016
C 2.69746 0.49887 2.18149
N 1.62666 2.07226 0.70647
C 2.33405 3.16548 1.04753
C 2.11192 4.12526 0.09245
C 1.23407 3.53506 -0.80974
N 0.93104 2.28679 -0.43861
H 3.64577 -1.66327 4.59889
H 4.43557 -0.15312 4.13577
H 4.61792 -1.58975 3.13389
H 1.51896 -2.33727 3.55408
H -0.41466 -1.73261 2.17182
H -0.86611 1.39892 2.98176
H -2.81158 1.42852 4.46471
H -5.05572 0.08045 4.98825
H -6.11680 -0.16898 3.60045
H -5.67533 1.46396 4.09721
H -5.12691 -0.51573 1.46676
H -4.90961 -1.89443 -0.15507
H -5.26866 -1.25701 -2.79013
H -3.18258 0.38718 -3.34541
H 3.58045 1.12314 2.14467
H 2.91080 3.18933 1.95488
H 2.51626 5.12036 0.05438
H 0.81694 3.95010 -1.70660
S -2.26185 3.09984 -4.88031
C -1.51728 2.29331 -3.70034
S -1.40207 2.79359 -2.03359
S -0.66658 0.76764 -3.89405
N -1.77035 -2.09770 -3.83324
C -1.25323 -2.61910 -2.70287
C -1.40785 -4.01454 -2.51301
C -0.91930 -4.62303 -1.39690
C -0.25566 -3.83494 -0.45059
C -0.14324 -2.49887 -0.69962
N -0.62966 -1.84371 -1.78465
H -2.11300 -2.73407 -4.53038
H -1.56372 -1.15373 -4.12352
H -1.91412 -4.58077 -3.28313
H -1.03460 -5.68964 -1.25825
H 0.16979 -4.25187 0.45033
H 0.37206 -1.89275 0.02140
Cl 2.29615 2.28236 -3.55560
C 3.39114 1.68587 -2.34777
C 4.61373 2.32440 -2.20960
C 5.54002 1.84453 -1.29938
C 5.23780 0.71572 -0.55273
C 4.00927 0.09485 -0.70595
C 3.03505 0.57075 -1.58982
C 1.72000 -0.15006 -1.67400
H 4.83335 3.18326 -2.82874
H 6.49771 2.33630 -1.19513
H 5.96434 0.30882 0.13910
H 3.78833 -0.79586 -0.12899
H 1.78575 -1.00156 -0.99377
H 1.61140 -0.59355 -2.67666
*
```

Atom-resolved charges from Mulliken, all expressed in e:
1. Ta 1.3014
2. C -1.6575
3. C 0.3624
4. C -1.1507
5. C 0.4378
6. C -0.8615
7. N 1.0907
8. C 0.4103
9. C -0.3399
10. C -1.0573
11. C 0.2776
12. C -1.6055
13. C -0.6152
14. C 0.4636
15. N 0.3447
16. C -0.2068
17. C -1.4478
18. C -0.0499
19. N -0.1257
20. C 0.0061
21. C -0.6669
22. N 0.8365
23. C -0.1765
24. C -1.5737
25. C -0.2508
26. N -0.1925
27. H 0.4222
28. H 0.3862
29. H 0.2838
30. H 0.4451
31. H 0.7131
32. H 0.4875
33. H 0.4301
34. H 0.3871
35. H 0.3532
36. H 0.3267
37. H 0.4333
38. H 0.6141
39. H 0.4720
40. H 0.4654
41. H 0.3575
42. H 0.5482
43. H 0.4776
44. H 0.5240
45. S -0.1139
46. C 0.1718
47. S -0.3466
48. S -0.5022
49. N 0.0136
50. C 0.5401
51. C -1.0493
52. C -0.6251
53. C -1.1503
54. C 0.5293
55. N 0.6288
56. H 0.2710
57. H -0.0825
58. H 0.4130
59. H 0.4491
60. H 0.5335
61. H -0.2633
62. Cl -0.1518
63. C 1.1618
64. C -0.8438
65. C -0.5641
66. C -0.8214
67. C -0.3663
68. C -0.3283
69. C -1.4920
70. H 0.4823
71. H 0.4232
72. H 0.4414
73. H 0.4855
74. H 0.4996
75. H 0.9768

Entry 4:
# C4H10O

C4H10O in the gas phase (ωB97M-V/def2-TZVPD, the Open Molecules 2025 dataset).

Relative energy (zero: lowest compared OMol25 entry of this formula, charge and spin) = 16.20 kcal/mol
Orbital gap = 10.94 eV
SMILES = CCOCC

ORCA input file:
```
! wB97M-V def2-TZVPD RIJCOSX def2/J DEFGRID3
* xyz 0 1
C -0.71204 1.43311 1.64393
C -0.79018 0.36495 0.56934
O 0.08043 0.73284 -0.47528
C 0.30918 -0.27426 -1.43924
C 1.16383 -1.43267 -0.90226
H -1.27921 1.13320 2.53079
H -1.10877 2.38710 1.28846
H 0.33180 1.58861 1.93194
H -0.50288 -0.60527 1.00174
H -1.82185 0.25241 0.19507
H 0.82832 0.23805 -2.25446
H -0.64791 -0.64461 -1.84030
H 2.21026 -1.34473 -1.21581
H 0.78831 -2.40990 -1.22772
H 1.15071 -1.41883 0.19381
*
```

Atom-resolved charges from Mulliken, all expressed in e:
1. C -1.2239
2. C -0.1591
3. O -0.3479
4. C -0.3284
5. C -0.8615
6. H 0.3733
7. H 0.2904
8. H 0.2961
9. H 0.2752
10. H 0.2787
11. H 0.2917
12. H 0.2906
13. H 0.2857
14. H 0.2665
15. H 0.2725